(1)
Below is C5H8N2 in the gas phase, with properties calculated with wB97M-V/def2-TZVPD.

Values from the calculation:
SMILES string: CCn1ccnc1
LUMO: 0.88 eV
Relative energy (zero: lowest compared OMol25 entry of this formula, charge and spin): 6.7 kcal per mole
Calculated total energy: -304.824808 a.u.
F_max: 0.0060 hartree/bohr
Charge: 0

Last columns: bonded neighbours and bond lengths (Å).
Atoms and positions in Å:
1 C -2.1695 0.2877 0.2309  C2 1.525, H8 1.097, H9 1.092, H10 1.093
2 C -0.9691 -0.4358 -0.3704  C1 1.525, N3 1.460, H11 1.096, H12 1.091
3 N 0.3631 -0.0528 0.0885  C2 1.460, C4 1.380, C7 1.364
4 C 1.4023 -0.9448 0.2545  N3 1.380, C5 1.365, H13 1.081
5 C 2.5459 -0.2056 0.1680  C4 1.365, N6 1.374, H14 1.080
6 N 2.2551 1.1189 -0.0536  C5 1.374, C7 1.308
7 C 0.9486 1.1637 -0.1059  N3 1.364, N6 1.308, H15 1.081
8 H -3.0459 0.0457 -0.3823  C1 1.097
9 H -2.3811 -0.0441 1.2501  C1 1.092
10 H -2.0649 1.3759 0.2303  C1 1.093
11 H -0.9700 -0.3085 -1.4589  C2 1.096
12 H -1.0707 -1.5041 -0.1728  C2 1.091
13 H 1.2267 -2.0067 0.3561  C4 1.081
14 H 3.5686 -0.5401 0.2635  C5 1.080
15 H 0.3609 2.0506 -0.2980  C7 1.081

=====

(2)
Below is C5H8N2 in the gas phase at a distorted geometry, with properties calculated with wB97M-V/def2-TZVPD.

Values from the calculation:
SMILES string: C[C@@]1(CC#N)CN1
LUMO: 0.79 eV
Relative energy (zero: lowest compared OMol25 entry of this formula, charge and spin): 47.1 kcal per mole
Calculated total energy: -304.760512 a.u.
F_max: 0.0391 hartree/bohr
Charge: 0

Last columns: bonded neighbours and bond lengths (Å).
Atoms and positions in Å:
1 C -0.9122 1.1557 0.0875  C2 1.516, H8 1.093, H9 1.097, H10 1.098
2 C -0.2254 -0.1834 -0.0982  C1 1.516, C3 1.553, C6 1.483, N7 1.470
3 C 1.2873 -0.1868 -0.4504  C2 1.553, C4 1.463, H11 1.099, H12 1.117
4 C 2.0512 1.0602 -0.4235  C3 1.463, N5 1.159
5 N 2.8467 1.8117 -0.0416  C4 1.159
6 C -0.7124 -1.3405 0.6916  C2 1.483, N7 1.460, H13 1.089, H14 1.087
7 N -1.0067 -1.2525 -0.7355  C2 1.470, C6 1.460, H15 1.021
8 H -0.3422 1.7965 0.7651  C1 1.093
9 H -1.0274 1.6877 -0.8652  C1 1.097
10 H -1.9138 1.0206 0.5166  C1 1.098
11 H 1.4701 -0.8302 -1.3225  C3 1.099
12 H 1.9804 -0.4775 0.3756  C3 1.117
13 H -1.5053 -1.1688 1.4184  C6 1.089
14 H -0.0148 -2.1316 0.9557  C6 1.087
15 H -1.9758 -0.9611 -0.8736  N7 1.021